(1)
38
Properties=species:S:1:pos:R:3 method="wB97M-V/def2-TZVPD" gap_ev=9.67 spin_multiplicity=1 lumo_ha=-0.01170 relative_energy_kcal_mol=14.4 molar_mass_g_mol=276.3
Ne 0.2275 0.6383 0.1462
Ar -1.9479 -1.4552 2.1507
O -3.5277 1.9487 -0.7866
H -3.6361 1.0007 -0.7105
H -2.5928 2.0708 -0.9518
O -0.9410 0.2564 -3.2709
H -1.0485 -0.5753 -2.8093
H -1.2119 0.9198 -2.6363
O -1.4913 -2.0094 -1.3577
H -1.7621 -2.9100 -1.5360
H -0.7659 -2.0949 -0.7390
O 3.1084 0.8038 0.6776
H 3.5380 0.9914 -0.1569
H 3.2776 -0.1258 0.8310
O 0.3248 -2.9251 0.6004
H -0.0228 -3.7845 0.8387
H 0.2200 -2.3961 1.3912
O -3.9578 -0.8137 -0.7164
H -3.1446 -1.3030 -0.5915
H -4.5389 -1.1339 -0.0265
O 2.4452 -1.9257 -2.2815
H 1.9597 -1.5100 -1.5689
H 2.8820 -1.2010 -2.7290
O -0.7438 3.7530 0.9652
H -1.4468 3.9307 1.5901
H -0.3298 4.6040 0.8213
O -0.8348 2.7047 -1.5865
H -0.5857 3.3310 -0.9068
H -0.2798 2.9281 -2.3337
O 1.5501 2.5427 1.9077
H 1.8919 1.9050 1.2809
H 0.6755 2.7548 1.5816
O 1.4528 -1.2839 3.0854
H 1.2155 -2.0922 3.5398
H 2.0104 -0.8145 3.7060
O 3.0144 -2.0709 0.7661
H 2.6236 -2.8504 0.3711
H 2.3926 -1.8085 1.4449



(2)
19
Properties=species:S:1:pos:R:3 method="wB97M-V/def2-TZVPD" gap_ev="9.77 / 4.70" spin_multiplicity=2 lumo_ha="-0.14594 / -0.33239" total_charge=+1 relative_energy_kcal_mol=3.5 molar_mass_g_mol=128.2
C 0.1483 -1.1828 -0.8464
O 0.7816 -0.6468 0.3229
C -0.4942 -0.0435 -1.5949
C -1.7700 0.4012 -0.8851
S -2.0887 2.1071 -1.2238
H 0.8887 -1.6880 -1.4490
H -0.5859 -1.9351 -0.5348
H 1.5830 -1.1795 0.4553
H 0.1788 0.8013 -1.5776
H -0.6767 -0.3182 -2.6228
H -1.5910 0.4082 0.1982
H -2.6927 -0.1858 -0.9974
H -3.2669 2.2747 -0.5806
H 3.7894 0.0120 1.0960
H 3.6114 -1.0827 2.1893
O 3.4240 -0.8634 1.2631
H 0.3616 -1.1288 3.5216
H 1.4505 -0.8914 2.4975
O 1.2771 -1.3671 3.3191



(3)
11
Properties=species:S:1:pos:R:3 method="wB97M-V/def2-TZVPD" gap_ev=8.40 spin_multiplicity=1 lumo_ha=0.00017 relative_energy_kcal_mol=60.8 molar_mass_g_mol=83.1
C -1.4230 -0.3921 -0.0597
C -0.0076 0.1183 0.0124
C 0.3508 1.3803 0.6672
O 1.4817 1.8162 0.7670
C 1.9271 -1.0060 -1.0760
N 0.9721 -0.5493 -0.4992
H -1.7511 -0.8474 0.8834
H -1.5211 -1.1451 -0.8467
H -2.1191 0.4220 -0.2914
H -0.5178 1.9339 1.0783
H 2.6078 -1.7308 -0.6352



(4)
86
Properties=species:S:1:pos:R:3 method="wB97M-V/def2-TZVPD" gap_ev="6.62 / 6.63" spin_multiplicity=3 lumo_ha="-0.04768 / -0.04754" molar_mass_g_mol=1092.7
Pr 0.1595 -0.4482 -0.4378
C -1.1801 2.3373 2.6419
C -2.5549 1.8520 2.2352
S -2.4686 0.3203 1.2517
C -4.0798 0.4567 0.4285
C -4.1257 -0.3903 -0.8274
S -2.8116 0.0122 -2.0012
C -3.3511 1.6220 -2.6370
C -2.1412 2.3160 -3.2433
S -0.7133 2.4192 -2.1243
C -1.5139 3.3715 -0.8003
C -0.5171 3.7409 0.2853
S 0.0438 2.3489 1.3092
H -0.7505 1.6878 3.4005
H -1.2409 3.3418 3.0601
H -3.0762 2.5998 1.6349
H -3.1293 1.6175 3.1300
H -4.2533 1.5097 0.1986
H -4.8437 0.1338 1.1366
H -5.0877 -0.2897 -1.3290
H -3.9622 -1.4427 -0.5928
H -3.7844 2.2123 -1.8300
H -4.1139 1.4675 -3.4011
H -2.3939 3.3268 -3.5636
H -1.7711 1.7620 -4.1075
H -2.3204 2.7694 -0.3851
H -1.9237 4.2756 -1.2560
H -0.9468 4.4757 0.9659
H 0.3877 4.1608 -0.1580
F -3.2358 -3.8910 -1.3185
C -2.6427 -3.5667 -2.4737
F -3.4382 -2.6954 -3.0924
F -2.5792 -4.6670 -3.2383
C -1.2049 -3.0032 -2.1714
O -1.2069 -2.1002 -1.1719
C -0.5724 -2.3729 -3.4901
F -0.3364 -1.0407 -3.2697
F 0.6167 -2.9012 -3.8069
F -1.3396 -2.4609 -4.5676
C -0.3363 -4.2485 -1.7463
F -0.1222 -5.1452 -2.7045
F 0.8719 -3.8283 -1.3119
F -0.9108 -4.8771 -0.7097
N 7.0090 -2.3516 -4.0649
C 5.9964 -2.1330 -3.5684
C 4.7279 -1.8678 -2.9428
C 3.7971 -1.0360 -3.5461
C 2.5985 -0.8118 -2.8971
N 2.2752 -1.3780 -1.7334
C 3.1858 -2.1660 -1.1575
C 4.4197 -2.4363 -1.7116
H 4.0022 -0.5622 -4.4954
H 1.8806 -0.1276 -3.3235
H 2.9147 -2.6098 -0.2105
H 5.1262 -3.0747 -1.2014
Br 4.1965 2.4693 -2.3412
C 4.2030 2.8042 -0.4749
C 5.1073 3.7546 -0.0276
C 5.1956 4.0405 1.3256
C 4.4055 3.3563 2.2356
C 3.5260 2.3900 1.7856
C 3.3924 2.1070 0.4268
C 2.3555 1.0921 0.0423
O 1.6683 1.2325 -1.0146
O 2.1511 0.1092 0.8077
H 5.7420 4.2628 -0.7401
H 5.8930 4.7960 1.6643
H 4.4750 3.5768 3.2926
H 2.9120 1.8369 2.4834
N 0.5163 -2.4106 1.2741
C -0.2074 -1.9758 2.4472
C 0.3624 -1.0304 3.2883
C -0.3628 -0.5650 4.3799
C -1.6362 -1.0515 4.6394
C -2.1595 -2.0601 3.8419
C -1.4507 -2.5178 2.7476
S -2.6875 -0.2274 5.8558
O -3.0335 -1.2351 6.8299
O -1.8528 0.8660 6.3251
O -3.8097 0.2014 5.0187
H 1.4978 -2.4871 1.5108
H 0.1678 -3.3191 0.9964
H 1.3613 -0.6581 3.0844
H 0.0452 0.1782 5.0550
H -3.1376 -2.4635 4.0781
H -1.8685 -3.2859 2.1033